29
Properties=species:S:1:pos:R:3 method="wB97M-V/def2-TZVPD" e_tot_ha=-882.58207 multiplicity=3 gap_ev="6.1 / 6.1"
O 0.01 2.26 0.65
H 3.61 0.99 1.53
H 3.63 -1.37 1.51
C 2.83 1.09 0.83
C -2.86 1.32 -0.02
C -3.70 -1.20 -0.55
H -4.89 1.93 -0.59
C 3.19 0.54 -0.53
H 3.65 -0.43 -2.34
H -1.69 -1.90 -0.15
C 2.35 -0.31 0.32
C -4.22 1.07 -0.28
H 4.22 1.27 -2.27
C 0.88 -0.26 -0.13
H -5.70 -0.47 -0.67
H 0.76 -0.01 -1.15
C -4.66 -0.20 -0.63
H 2.84 -2.45 0.42
H 0.50 -1.29 0.12
H 2.16 1.90 0.85
C 3.62 0.47 -1.80
P -0.26 0.83 0.82
H 1.92 -1.83 1.74
C 2.71 -1.54 1.07
C -1.95 0.29 0.11
H -4.01 -2.34 -0.94
H -2.57 2.34 0.22
C -2.38 -0.96 -0.23
H 0.01 0.26 2.10


37
Properties=species:S:1:pos:R:3 method="wB97M-V/def2-TZVPD" e_tot_ha=-1214.78667 multiplicity=1 total_charge=-5 gap_ev=2.9
O 1.21 0.98 2.13
H -3.11 4.24 -0.58
H -1.66 4.17 0.27
H -2.04 -3.15 3.72
C -2.78 -2.53 1.71
H 3.84 1.58 3.76
C -1.63 2.88 -1.38
H -2.71 -4.45 2.85
O 4.04 0.90 1.79
O 2.35 -1.89 -5.55
O 3.34 -1.40 -0.99
O -2.81 2.51 0.68
C 2.99 -1.72 -3.19
O -2.95 -1.14 1.88
H 1.41 2.81 2.53
H 3.91 2.78 2.52
C 0.97 -1.21 -1.67
O -0.17 -1.54 -5.19
H -3.88 -3.21 3.31
C 3.49 1.80 2.75
C 0.13 -1.13 -2.70
O 0.47 -0.98 -0.46
H 1.56 1.97 3.91
Ag -1.20 0.52 1.06
C -2.84 -3.38 3.01
C 0.52 -1.50 -4.14
H -3.52 -2.89 1.00
H -0.97 3.57 -1.91
H 4.04 -1.97 -3.22
H -0.86 -0.72 -2.52
H -2.38 2.54 -2.09
C 2.07 -1.69 -4.32
C 2.47 -1.53 -1.96
C -2.38 3.52 -0.22
C 1.88 1.89 2.88
H -1.78 -2.72 1.32
H -0.99 2.08 -0.99


44
Properties=species:S:1:pos:R:3 method="wB97M-V/def2-TZVPD" e_tot_ha=-2361.45146 multiplicity=1 gap_ev=8.5
F -0.85 -3.62 -1.24
O 0.64 -1.52 -0.50
H -1.20 3.04 3.39
C 2.33 0.75 -1.59
F 0.87 -4.18 0.04
H 2.04 -0.27 -1.83
F -0.13 -4.60 -3.00
H -0.48 4.32 -1.50
H 2.37 -0.02 2.02
H 0.93 -2.43 -0.27
C -2.20 3.58 0.39
C 3.52 0.82 -0.62
H 4.31 -0.66 -1.58
C -3.72 -0.23 0.57
H -2.36 1.54 1.75
H -4.18 0.54 1.20
C -0.67 1.53 0.44
C 0.46 0.87 -0.04
O -2.27 4.04 1.66
F 1.80 -4.37 -1.89
O 4.49 -0.08 -0.83
C 1.73 -0.86 1.75
H 1.48 3.06 -2.34
C -1.57 0.84 1.45
H -2.10 -1.22 1.67
O 3.57 1.63 0.25
H -4.27 -1.16 0.71
C 0.86 2.67 -1.55
F -0.71 -5.69 -0.44
H -1.73 -0.75 0.01
C -0.22 3.36 -1.07
O -3.08 3.81 -0.38
C -0.99 2.79 -0.05
P 0.28 -4.83 -1.42
F 0.73 -6.33 -1.90
H 2.64 1.24 -2.52
B 0.94 -0.61 0.43
H -3.84 0.07 -0.47
C -2.24 -0.44 0.92
H 2.33 -1.77 1.67
N 1.18 1.47 -1.03
S -0.88 4.08 2.60
F -0.83 0.57 2.61
H 1.03 -1.01 2.58


37
Properties=species:S:1:pos:R:3 method="wB97M-V/def2-TZVPD" e_tot_ha=-2979.55088 multiplicity=5 total_charge=+1 gap_ev="7.2 / 7.3"
H -1.64 2.85 -0.32
C 2.18 -4.03 2.96
Cr 0.96 0.36 1.18
S 2.91 -0.15 2.50
N -1.99 0.50 0.51
C 3.08 4.07 0.05
S -0.43 -1.50 1.53
H 1.83 -2.21 4.14
H 3.59 2.16 0.94
C 0.76 4.29 -0.47
H 2.22 5.82 -0.83
C 3.11 -4.07 1.74
N 2.34 -2.64 3.38
H 4.09 4.45 0.09
H -0.08 4.85 -0.85
N -0.79 1.16 0.49
H -4.67 0.26 1.09
H 2.48 -4.72 3.74
C -0.75 2.35 0.04
C 2.04 4.82 -0.45
H 2.71 -4.65 0.92
H 4.11 -4.45 1.99
C 0.57 3.01 0.02
H 1.14 -4.21 2.67
C 4.02 -2.23 0.25
H 3.65 -2.72 -0.65
C 2.83 -1.89 2.40
H 3.94 -1.15 0.13
H -4.37 -0.31 -0.57
N 1.59 2.27 0.51
S -3.29 -1.71 1.07
C -4.58 -0.61 0.46
H 5.06 -2.50 0.40
N 3.22 -2.65 1.38
H -5.49 -1.20 0.49
C 2.82 2.79 0.53
C -1.88 -0.71 0.97


30
Properties=species:S:1:pos:R:3 method="wB97M-V/def2-TZVPD" e_tot_ha=-576.36819 multiplicity=1 smiles=CCc1c[nH]cn1.Cc1ccccc1 gap_ev=9.5
C -1.32 0.49 -2.94
H 4.06 -2.79 2.27
N -1.69 2.00 -1.33
C -4.12 0.13 -0.76
C 0.74 -1.06 0.82
N -0.81 1.71 -3.32
C -2.65 -0.24 -0.87
C 2.03 -1.56 0.87
H 4.90 -1.69 1.14
H -0.25 1.92 -4.13
H 4.77 -1.32 2.89
C -1.86 0.69 -1.71
H -0.61 0.42 1.58
H -0.71 3.60 -2.43
H -4.70 -0.64 -0.27
H 1.00 1.46 3.06
C 1.32 0.60 2.49
C 2.61 0.07 2.55
H -2.58 -1.25 -1.28
C 0.39 0.00 1.65
C 2.94 -1.04 1.80
H -1.21 -0.35 -3.61
H -0.01 -1.37 0.11
C 4.27 -1.75 2.02
H 3.34 0.59 3.17
H 2.36 -2.40 0.28
H -2.26 -0.23 0.15
C -1.05 2.58 -2.30
H -4.27 1.06 -0.20
H -4.63 0.34 -1.69


30
Properties=species:S:1:pos:R:3 method="wB97M-V/def2-TZVPD" e_tot_ha=-576.27360 multiplicity=1 smiles=Cc1c[nH]cn1.CCc1ccccc1 gap_ev=9.0
C -2.22 -0.89 -2.28
C -1.23 0.26 -1.74
H 3.92 -0.80 -0.37
H -0.89 2.75 2.81
H -0.15 -2.03 -1.03
H 1.20 0.08 3.38
H -0.94 2.55 0.99
H -1.35 1.22 -2.35
H -1.83 0.68 -0.71
H 0.25 -2.00 3.02
H 0.90 2.06 -2.04
C 0.20 0.03 -1.46
C 0.28 -0.08 2.80
H -2.01 -1.95 1.54
H 2.04 -2.32 -0.23
C 2.55 0.78 -1.24
H -3.11 -0.40 -2.73
C 2.99 -0.46 -0.67
H -1.84 -1.42 -3.12
C -0.38 2.26 1.93
N -1.47 0.06 1.29
C -0.51 0.85 1.98
H -2.58 -1.49 -1.50
C 0.65 -1.16 -1.04
C 1.19 1.04 -1.66
H 0.61 2.59 1.99
N -0.23 -1.33 2.58
H 3.21 1.69 -1.21
C -1.27 -1.17 1.77
C 2.01 -1.39 -0.67


31
Properties=species:S:1:pos:R:3 method="wB97M-V/def2-TZVPD" e_tot_ha=-651.57814 multiplicity=2 total_charge=-1 gap_ev="2.7 / 6.3"
N -1.10 -2.30 2.01
C 0.17 2.20 -0.59
H -2.46 4.15 1.51
H -0.65 2.72 2.77
C -0.02 -2.91 -0.18
C -0.65 2.91 1.71
H 2.19 -0.40 0.16
C 0.15 2.08 0.85
H 0.87 -4.41 -1.51
H -0.09 0.90 -2.88
O 0.76 -3.58 1.98
N 0.93 1.04 1.28
C -0.81 3.03 -1.21
C 0.86 0.97 -0.94
H -1.72 -1.72 1.47
C -1.71 3.69 -0.37
H 1.42 1.04 2.16
C 1.18 -3.69 -0.74
H 0.02 -1.85 -0.51
H -1.36 -2.51 2.95
C -1.62 3.65 1.03
C 0.74 0.45 -2.33
H -2.39 4.40 -0.80
H -0.95 -3.19 -0.64
C 1.50 0.42 0.14
H 0.60 -0.64 -2.45
H -0.94 3.09 -2.27
H 1.65 0.71 -2.92
C -0.08 -2.93 1.38
H 1.61 -4.34 0.02
H 1.90 -2.99 -1.11


31
Properties=species:S:1:pos:R:3 method="wB97M-V/def2-TZVPD" e_tot_ha=-651.50291 multiplicity=1 smiles=CCc1c[nH]cn1.Cc1ccc(O)cc1 gap_ev=9.2
C 0.61 -2.52 1.98
N -0.71 -2.52 0.02
H -0.13 3.01 0.13
H 2.05 -3.81 1.09
H 2.57 0.30 -2.99
H -2.30 1.63 -2.23
C -0.40 -1.79 1.33
H -1.29 0.22 1.12
C -2.72 -0.95 2.39
H -2.06 2.57 -0.88
H -2.74 -0.65 3.45
C 1.87 2.56 -0.61
C 0.49 0.93 -2.41
H 0.26 -4.11 -0.90
H -0.12 0.58 -3.22
C -0.23 1.60 -1.42
O 3.88 1.96 -1.73
H -3.55 -0.40 1.95
H 2.30 3.38 -0.04
C 1.81 0.97 -2.41
C -1.27 -0.73 1.89
H -0.85 -0.32 2.84
C 2.51 1.84 -1.55
N 1.03 -3.57 1.21
H -2.12 0.75 -0.68
C 0.24 -3.50 -0.01
H 0.93 -2.26 3.05
H 4.23 2.92 -1.65
C 0.46 2.37 -0.52
C -1.70 1.63 -1.34
H -3.04 -2.10 2.15


38
Properties=species:S:1:pos:R:3 method="wB97M-V/def2-TZVPD" e_tot_ha=-1178.24469 multiplicity=1 smiles="O=C(CN1C(=O)C=CC1=O)NC[C@H]1O[C@@H](O)[C@H](O)[C@@H](O)[C@@H]1O" gap_ev=9.1
C 0.25 2.94 2.14
H 2.75 -0.61 1.09
O 0.36 2.18 -0.31
C -1.46 -3.61 -2.49
H -0.30 4.18 -0.99
O 1.61 -2.41 0.25
H -0.51 -3.83 -0.20
C 0.47 3.33 0.62
C 1.36 1.23 0.01
N 0.43 -0.86 -0.96
C 1.19 1.78 2.47
C -0.76 -2.76 -0.27
C -2.46 -3.30 -3.56
H -0.80 2.52 2.19
H 1.24 0.68 -1.90
H 2.20 2.22 2.63
C 1.29 0.67 1.41
O -0.34 4.29 -0.02
O -0.71 -4.53 -2.60
C -3.31 -2.35 -3.05
H 2.29 1.84 0.00
H 0.19 3.54 4.04
H 2.47 -0.27 -0.96
C -2.77 -2.04 -1.72
H -1.40 -2.45 0.54
O 2.54 0.13 1.66
C 0.53 -1.98 -0.28
H 0.51 -0.16 1.47
H -0.55 -0.51 -1.09
O -3.20 -1.08 -1.10
O 0.22 4.00 3.15
H 1.49 3.68 0.57
N -1.59 -2.64 -1.52
C 1.53 0.15 -1.08
H -4.14 -1.89 -3.51
H 1.20 0.47 4.15
O 0.71 1.22 3.71
H -2.52 -3.80 -4.50


31
Properties=species:S:1:pos:R:3 method="wB97M-V/def2-TZVPD" e_tot_ha=-630.75017 multiplicity=1 total_charge=+1 gap_ev=9.2
C 1.91 -1.88 -0.52
H -2.97 -1.11 1.56
H -1.95 0.05 2.39
H 1.68 -0.78 -2.57
C 2.05 0.14 0.92
H 1.18 3.36 -0.53
C -1.65 0.49 -0.45
N -0.44 0.57 -2.30
C 0.11 -0.41 -1.40
H 1.63 -1.07 2.67
C -2.80 0.75 0.61
H -4.26 2.02 0.93
C 1.55 2.51 -0.09
H 3.22 -0.27 -0.80
H 2.43 -2.83 -0.68
H 0.68 0.47 2.42
H -0.54 -0.86 0.60
H -3.58 0.11 2.67
N -0.73 -0.46 -0.33
H 0.55 -2.08 -2.40
H 0.17 1.02 -2.99
H 3.54 -1.43 0.62
H 1.15 -1.97 0.28
N -3.54 1.77 0.36
C 2.82 -0.87 0.09
C 1.14 -1.43 -1.83
C 1.44 -0.22 2.06
C 1.69 1.43 0.43
C -1.51 1.12 -1.63
H -2.15 1.99 -1.96
C -2.83 -0.13 1.89


32
Properties=species:S:1:pos:R:3 method="wB97M-V/def2-TZVPD" e_tot_ha=-767.75358 multiplicity=1 smiles="CC[C@@H]1CCc2occ(CO)c(=O)c2[C@H]1O" gap_ev=9.5
C -1.12 -0.29 -4.25
C 1.58 -0.88 2.76
H -2.25 0.43 -2.47
H -0.81 1.83 4.24
H -0.93 2.16 0.57
C 1.10 1.12 4.23
O 1.62 -1.60 1.64
H -1.55 -1.34 -4.21
H 1.58 1.98 3.97
C -1.19 0.45 -2.87
C -0.85 0.49 -0.37
C 0.03 0.10 0.76
H -1.05 1.51 -3.15
H 0.53 -1.61 -2.71
H -1.58 0.28 -5.01
H 1.69 0.76 5.04
C -0.21 0.08 -1.70
H -1.84 -0.02 -0.26
H -0.02 -0.39 -4.60
O -0.73 1.80 2.24
H 0.71 0.61 -1.85
C 0.76 -1.06 0.64
C 0.92 0.31 3.01
H 0.92 -2.91 -0.54
O -1.05 1.85 -0.32
H 1.88 -1.61 -1.14
C 0.93 -1.83 -0.64
C 0.00 -1.34 -1.72
C 0.03 0.86 1.99
H -1.06 -1.81 -1.66
O -0.25 1.23 4.80
H 2.21 -1.16 3.57


46
Properties=species:S:1:pos:R:3 method="wB97M-V/def2-TZVPD" e_tot_ha=-2472.26739 multiplicity=2 total_charge=-1 gap_ev="7.2 / 5.1"
H -1.42 -3.26 -2.20
O -2.05 0.55 1.01
H -3.85 0.42 -1.87
N 0.79 -1.29 3.22
S -0.24 -2.04 4.41
O -1.05 -1.24 5.37
H -3.63 1.83 0.38
O 1.78 2.87 -0.72
H -3.95 0.31 0.71
C -2.91 0.55 -1.34
H 1.04 -3.64 0.48
O 2.99 -2.15 3.93
C -3.17 0.86 0.18
S 1.95 -1.20 4.22
O -0.60 -2.73 -0.29
C 2.51 3.05 -1.79
H -0.53 -4.21 1.26
F -1.39 -2.31 3.33
O 4.30 5.69 -3.57
H 4.06 1.10 -4.23
C -2.73 -1.86 -1.18
H -2.39 1.43 -1.72
C 3.73 4.62 -3.23
H -3.50 -2.17 -1.89
O 5.21 3.52 -4.80
H -0.85 1.37 2.42
O 1.76 -0.75 5.62
H -3.17 -1.74 -0.19
N -2.07 -0.65 -1.55
H -0.14 -4.71 -0.28
C -1.70 -3.08 -1.16
H -2.27 -3.95 -0.83
H 2.42 5.14 -1.50
O 2.55 0.64 -2.36
C -0.03 -3.83 0.36
H -1.65 2.54 1.53
Ag 0.18 -0.35 0.23
F 2.51 0.13 3.49
C 4.25 3.29 -4.02
C 2.88 1.87 -2.65
C 2.82 4.35 -2.11
O 0.11 -3.41 4.79
C 3.71 1.97 -3.69
C -1.83 1.57 1.98
H -2.51 1.70 2.82
H -1.93 -0.80 -2.54


39
Properties=species:S:1:pos:R:3 method="wB97M-V/def2-TZVPD" e_tot_ha=-2235.15360 multiplicity=5 gap_ev="9.7 / 9.1"
C 2.55 3.19 2.81
H 0.69 -3.86 0.43
H -2.87 -3.26 -1.91
N -1.49 -1.96 -0.98
C 1.83 1.95 2.34
N -1.01 0.16 -2.14
Fe 0.50 0.47 0.29
H 3.49 3.31 2.27
C 4.14 -0.94 0.99
H -4.10 1.44 2.41
N 0.15 0.66 -1.56
H 1.74 1.89 -2.36
H 4.12 -0.34 0.09
N -1.36 0.53 0.85
H 1.95 4.09 2.63
H -1.39 1.58 2.71
C 0.11 1.23 -3.73
H 3.25 -0.69 1.56
B -2.10 -0.60 -1.35
H 2.76 3.14 3.88
N -0.33 -2.07 -0.22
H -1.85 0.15 -4.06
O 1.61 1.86 1.04
O 1.48 1.06 3.14
C -1.14 -4.13 -0.76
C -0.12 -3.40 -0.09
H -3.10 -0.72 -2.00
H 4.18 -1.99 0.75
H -4.46 0.16 0.01
H -1.26 -5.19 -0.82
H 0.37 1.63 -4.69
H 5.04 -0.73 1.56
C -3.34 1.07 1.74
C -3.56 0.42 0.54
C -1.98 -3.17 -1.31
N -2.37 0.10 0.00
C -1.02 0.48 -3.44
C 0.82 1.34 -2.53
C -1.95 1.14 1.91


39
Properties=species:S:1:pos:R:3 method="wB97M-V/def2-TZVPD" e_tot_ha=-3137.62131 multiplicity=1 gap_ev=6.6
C -0.28 0.76 -3.35
H 2.87 1.65 1.51
H 3.58 0.54 0.34
C -1.46 3.08 -1.39
Cl -1.99 1.21 1.47
O 0.41 -1.22 -0.70
O -1.54 -2.54 0.75
H 3.25 0.52 -2.99
H 1.00 2.91 2.00
H 3.24 -0.47 -1.53
C -1.72 -3.03 -0.37
C 0.67 2.36 -0.06
H 1.06 4.24 0.84
H 0.09 1.27 -4.24
C 0.55 3.31 1.09
H -0.49 3.53 1.34
Cl -2.31 -0.22 -1.13
H -0.15 -2.06 -1.09
H -1.33 3.71 -2.27
C 1.64 0.95 -1.62
H -1.61 3.76 -0.55
H 3.79 2.26 0.15
Mo -0.32 0.30 0.00
H 0.88 -0.89 1.66
H -0.05 -0.30 -3.47
C -3.14 -3.75 -0.64
H -2.36 2.49 -1.50
C 3.07 1.50 0.45
C 1.83 1.57 -0.36
Cl -3.62 -3.64 -2.35
H 2.05 -0.76 -2.81
O -0.95 -3.11 -1.39
Cl -4.44 -3.06 0.37
H -1.37 0.84 -3.34
Cl -2.78 -5.46 -0.22
C 0.31 1.27 -2.09
C -0.25 2.25 -1.17
O 0.56 0.03 1.78
C 2.59 0.01 -2.27